{
  "formula": "C3H9BO2S",
  "method": "wB97M-V/def2-TZVPD",
  "lumo_energy_ev": -0.018,
  "total_charge": 0,
  "smiles": "CC(C)S.O=BO",
  "e_above_lowest_kj_mol": 0.0,
  "symbols": ["C", "C", "C", "S", "H", "H", "H", "H", "H", "H", "H", "H", "O", "B", "O", "H"],
  "coordinates": [[-1.591, -0.180, 1.248], [-0.952, -0.004, -0.119], [-1.985, 0.071, -1.231], [0.121, 1.490, -0.134], [-2.238, 0.666, 1.474], [-2.191, -1.088, 1.263], [-0.833, -0.250, 2.024], [-0.250, -0.819, -0.316], [-2.702, 0.865, -1.027], [-2.523, -0.872, -1.300], [-1.509, 0.271, -2.188], [-0.864, 2.368, 0.037], [5.592, 0.507, 0.370], [4.818, -0.368, 0.111], [4.023, -1.360, -0.182], [3.084, -1.296, -0.031]],
  "atomic_forces_ev_per_a": [[0.16, -0.15, -0.07], [0.09, 0.51, 0.04], [0.20, -0.14, -0.02], [0.22, -0.38, -0.08], [-0.06, 0.05, 0.03], [-0.12, -0.11, 0.05], [-0.01, 0.01, 0.07], [-0.05, 0.01, 0.00], [-0.07, 0.07, 0.00], [-0.15, -0.09, -0.02], [-0.03, 0.01, -0.06], [-0.19, 0.18, 0.06], [0.97, 1.06, 0.29], [-0.37, -0.19, -0.01], [-0.26, -0.99, -0.38], [-0.34, 0.15, 0.09]],
  "mulliken_charge": [-1.20, 0.25, -1.25, -0.19, 0.35, 0.35, 0.32, 0.23, 0.35, 0.36, 0.33, 0.10, -0.46, 0.59, -0.46, 0.33]
}

---

{
  "formula": "C3H9N2O2S",
  "method": "wB97M-V/def2-TZVPD",
  "lumo_energy_ev": -4.561,
  "total_charge": 1,
  "smiles": "C/[NH+]=C(/N)S(C)(=O)=O",
  "e_above_lowest_kj_mol": 258.3,
  "symbols": ["C", "N", "C", "N", "S", "C", "O", "O", "H", "H", "H", "H", "H", "H", "H", "H", "H"],
  "coordinates": [[1.231, 2.018, -0.015], [1.511, 0.625, 0.026], [0.621, -0.363, 0.044], [1.091, -1.749, 0.072], [-1.155, 0.209, 0.132], [-2.124, -1.228, -0.012], [-1.145, 0.969, -1.097], [-1.260, 0.908, 1.371], [2.253, 2.431, -0.135], [0.483, 2.274, 0.792], [0.658, 2.220, -0.918], [2.524, 0.414, -0.311], [2.116, -1.981, 0.101], [0.368, -2.321, 0.178], [-3.263, -1.010, -0.195], [-1.780, -1.601, -0.913], [-2.128, -1.815, 0.882]],
  "atomic_forces_ev_per_a": [[-0.73, 1.38, -0.29], [1.03, -3.54, -1.34], [3.68, -3.02, 0.83], [2.21, 7.70, -0.79], [0.66, 1.94, -0.78], [-3.02, 1.36, 0.66], [-0.75, -1.01, 0.57], [-0.24, -0.69, 0.10], [-1.14, 0.80, 0.87], [1.73, 0.31, -0.39], [0.32, 0.23, -0.23], [-2.45, -0.08, 1.15], [-1.88, 0.18, 0.01], [-2.82, -3.69, 0.52], [2.20, 0.34, 0.33], [0.68, -1.61, -1.64], [0.55, -0.61, 0.39]],
  "mulliken_charge": [-0.87, -0.21, 0.48, -0.37, 1.16, -1.12, -0.57, -0.56, 0.30, 0.34, 0.42, 0.32, 0.25, 0.21, 0.36, 0.45, 0.41]
}

---

{
  "formula": "C3H9NO2S",
  "method": "wB97M-V/def2-TZVPD",
  "lumo_energy_ev": 0.268,
  "total_charge": 0,
  "smiles": "NC(=O)CCS.O",
  "e_above_lowest_kj_mol": 226.6,
  "symbols": ["N", "C", "O", "C", "C", "S", "H", "H", "H", "H", "H", "H", "H", "O", "H", "H"],
  "coordinates": [[-2.379, 0.629, 0.659], [-1.214, 1.150, 0.362], [-0.996, 2.348, 0.270], [-0.053, 0.182, 0.286], [0.916, 0.495, -0.954], [2.613, 0.168, -0.483], [-2.442, -0.386, 0.776], [-3.232, 1.190, 0.597], [0.492, 0.380, 1.229], [-0.383, -0.874, 0.303], [0.525, -0.066, -1.824], [0.951, 1.566, -1.231], [2.402, -1.144, -0.242], [1.200, -2.094, -0.124], [1.325, -1.667, 0.753], [0.275, -1.877, -0.377]],
  "atomic_forces_ev_per_a": [[-2.62, -1.56, 0.27], [2.32, 1.50, -0.12], [-0.43, -0.20, -0.34], [0.34, 1.03, -0.59], [-1.09, -0.03, 0.96], [1.18, 0.75, -0.39], [-0.30, 0.88, -0.18], [0.64, -0.36, 0.25], [-0.02, -0.24, -0.45], [-0.52, 1.38, 0.25], [0.58, 0.18, 0.29], [-0.56, -0.53, 0.47], [1.11, 0.90, -0.79], [-1.51, -2.09, 0.96], [-0.56, -0.80, -0.61], [1.44, -0.81, 0.03]],
  "mulliken_charge": [-0.36, 0.20, -0.62, -0.42, -0.45, -0.26, 0.21, 0.25, 0.31, 0.16, 0.34, 0.35, 0.20, -0.72, 0.45, 0.37]
}

---

{
  "formula": "C4H12N2O2S2",
  "method": "wB97M-V/def2-TZVPD",
  "lumo_energy_ev": 0.008,
  "total_charge": 0,
  "e_above_lowest_kj_mol": 268.7,
  "symbols": ["C", "C", "C", "C", "H", "H", "H", "H", "H", "H", "H", "H", "H", "H", "H", "H", "N", "N", "O", "O", "S", "S"],
  "coordinates": [[-2.995, -0.222, 0.392], [-1.584, 0.478, 0.453], [1.828, -0.245, -0.692], [2.843, 0.008, 0.315], [-4.818, 0.320, -0.455], [-3.689, -0.261, -1.631], [-2.670, -1.227, 0.246], [-3.602, -0.244, 1.237], [-1.176, 0.461, -0.421], [-1.658, 1.514, 0.783], [2.392, -0.775, -1.479], [1.560, 0.610, -1.373], [3.523, -0.938, 0.128], [2.440, -0.176, 1.454], [2.582, 2.229, -0.232], [4.152, 1.872, 0.701], [-3.872, 0.526, -0.641], [3.514, 1.423, -0.210], [1.476, -2.100, 0.838], [-0.263, -1.752, -1.035], [-0.504, -0.234, 1.567], [0.520, -1.269, 0.054]],
  "atomic_forces_ev_per_a": [[0.85, 2.13, -1.90], [-5.44, 1.81, 4.83], [-1.48, 1.00, -2.60], [2.49, 0.57, 2.03], [-1.37, -0.36, 0.48], [-0.90, 3.50, 3.48], [-0.59, -1.16, -0.96], [-0.31, 0.38, 2.18], [2.13, 0.08, -5.58], [-0.33, 0.18, -0.33], [-1.14, -1.00, 0.23], [-0.61, -0.22, 1.40], [-0.32, 2.55, 1.00], [1.20, 1.39, -2.76], [3.45, -3.22, 0.33], [-2.35, -1.74, -3.30], [3.72, -4.59, -3.77], [-1.82, 1.86, 4.59], [-2.69, -0.04, -0.89], [-1.31, -0.38, 0.09], [1.89, -1.70, 0.28], [4.95, -1.04, 1.15]],
  "mulliken_charge": [-0.49, -0.74, -0.69, -0.38, 0.28, 0.28, 0.31, 0.41, 0.35, 0.52, 0.28, 0.50, 0.25, 0.22, 0.27, 0.28, -0.70, -0.64, -0.63, -0.55, -0.10, 0.99]
}